Entry 1:
C17H26N2O2 | the ωB97M-V functional and the def2-TZVPD basis

Each line ends with the Löwdin charge.
Atoms and positions in Å:
C -5.43 -1.87 0.59  0.0120
C -4.55 -0.64 0.20  -0.2203
C -5.21 0.61 -0.24  -0.0852
C -4.60 1.64 -0.52  -0.1947
C -3.26 1.51 -0.53  -0.0352
C -2.66 0.46 0.09  -0.1510
C -3.41 -0.75 0.51  -0.2826
C -2.61 -1.82 0.69  0.0001
H -3.14 -2.25 1.58  0.1378
H -1.53 -1.63 1.08  0.1442
H -2.62 -2.40 0.04  -0.0219
O -1.35 0.55 0.07  -0.0120
C -0.41 1.42 -0.10  -0.4023
C -0.07 1.98 -1.42  0.0194
H 0.51 2.77 -1.64  0.0688
H 0.38 1.02 -1.77  0.0884
H -0.96 1.88 -1.98  0.0774
C 0.82 1.44 0.91  -0.3385
O 1.33 2.58 1.40  -0.0582
N 1.54 0.39 0.94  -0.0174
C 1.26 -0.84 -0.06  -0.1633
H 1.12 -1.60 0.87  0.1898
H 0.34 -0.61 -0.41  0.0578
C 2.34 -1.05 -0.82  -0.2194
H 2.57 -0.04 -1.85  0.2327
H 2.14 -1.88 -1.67  0.1462
C 3.74 -1.73 -0.35  0.0615
N 4.67 -0.34 0.05  -0.2825
C 5.46 -0.08 -0.83  -0.3334
H 5.07 0.44 -1.70  0.0507
H 6.27 0.75 -0.55  0.1331
H 6.05 -0.92 -1.47  0.1355
C 4.05 0.68 0.78  -0.1376
C 2.77 0.19 1.58  -0.1238
H 2.66 1.02 2.38  0.1623
H 2.94 -0.46 2.12  -0.0087
H 3.76 1.43 -0.13  0.1626
H 4.80 1.08 1.67  0.1753
H 4.27 -2.12 -1.05  0.0222
H 3.39 -2.06 0.60  0.0968
H -0.86 2.41 0.60  0.2012
H -2.89 2.67 -0.37  0.1857
H -5.28 2.52 -0.78  0.1494
H -6.49 0.37 -0.29  0.1861
H -5.51 -2.07 1.49  -0.0203
H -4.95 -2.78 -0.08  0.1569
H -6.45 -1.84 0.31  0.0545

Summary:
HOMO-LUMO gap (eV): 8.21
Spin multiplicity: 1
Net charge: 0
HOMO (eV): -7.6783
E_LUMO (eV): 0.53
E (hartree): -922.63660

=====

Entry 2:
C17H26N2O3 | the ωB97M-V functional and the def2-TZVPD basis

Each line ends with the Löwdin charge.
Atoms and positions in Å:
O 3.27 -1.97 1.77  0.0848
N 1.49 -0.90 0.76  0.2227
O -0.16 -1.57 2.17  0.0641
O -2.37 -0.45 -4.35  -0.0060
C 2.14 -1.49 1.76  -0.4208
C 0.27 -0.89 1.03  -0.3166
N -0.78 -0.53 0.17  0.1726
C 1.12 -3.27 3.22  -0.0082
C 0.01 -0.79 5.09  -0.0726
C 1.65 0.66 3.89  -0.0524
C 0.11 2.57 -2.79  -0.1281
C -2.24 1.61 -3.22  -0.0770
C -0.10 0.46 -4.05  -0.0753
C -1.24 1.63 -0.85  -0.0828
C 0.80 0.48 -1.80  -0.0721
C -1.44 -0.49 -2.21  -0.0852
C 1.01 -1.76 2.88  -0.3895
C -1.37 2.43 -2.19  -0.1971
C 0.77 1.29 -3.12  -0.3087
C 1.26 -0.81 4.17  -0.2868
C -1.55 0.32 -3.48  -0.5394
C -0.64 0.21 -1.15  -0.3281
H -2.09 -1.37 -4.39  0.0971
H -1.59 -1.12 0.25  0.1320
H 0.81 -3.87 2.29  0.1144
H 0.46 -3.69 3.99  0.0736
H 2.17 -3.58 3.48  0.0990
H -0.83 -0.52 4.44  0.0780
H -0.20 -1.76 5.61  0.0826
H 0.09 -0.05 5.87  0.0654
H 1.81 0.91 2.76  0.1158
H 0.84 1.31 4.30  0.0831
H 2.49 0.93 4.36  0.0233
H 0.12 3.20 -3.71  0.1256
H 0.81 3.06 -2.07  0.1302
H -2.28 2.20 -4.12  0.1226
H -3.28 1.43 -2.85  0.1449
H 0.36 -0.54 -4.19  0.1321
H -0.10 0.97 -5.05  0.1391
H -0.60 2.07 -0.15  0.0942
H -2.15 1.63 -0.28  0.1095
H 1.36 1.06 -1.14  0.0852
H 1.38 -0.40 -1.89  0.1037
H -1.04 -1.52 -2.40  0.1514
H -2.54 -0.58 -1.92  0.1550
H -1.90 3.40 -2.00  0.1467
H 1.76 1.37 -3.58  0.1522
H 2.12 -1.27 4.72  0.1458

Summary:
HOMO-LUMO gap (eV): 9.91
Spin multiplicity: 1
Net charge: 0
SMILES string: CC(C)[C@@]1(C)OC(N[C@@]23C[C@@H]4C[C@@H](C[C@@](O)(C4)C2)C3)=NC1=O
HOMO (eV): -9.3721
E_LUMO (eV): 0.53
E (hartree): -998.59497